ORCA calculation (ωB97M-V/def2-TZVPD) on a gas-phase ion, C9H21NP (charge +1).

```
32
C9H21NP, DFT ωB97M-V/def2-TZVPD
C -0.04 -0.27 -1.49
C -0.88 -0.56 -0.19
C 1.17 0.64 -0.97
C 0.30 -0.63 0.89
C 1.16 0.61 0.63
C 1.26 2.01 -1.51
C -0.26 -0.63 2.33
C -2.90 -1.75 -1.34
C -1.67 -1.82 -0.30
N 0.54 1.86 1.24
P 2.97 0.76 1.39
H 0.39 -1.13 -1.98
H -0.54 0.35 -2.17
H -1.72 0.24 -0.05
H 2.06 0.14 -1.19
H 0.59 -1.63 0.52
H 1.33 2.07 -2.56
H 2.05 2.54 -1.14
H 0.29 2.53 -1.27
H -0.92 0.21 2.57
H 0.46 -0.57 3.12
H -0.85 -1.51 2.54
H -2.66 -1.69 -2.39
H -3.57 -0.95 -0.95
H -3.42 -2.66 -1.18
H -1.17 -2.67 -0.82
H -2.15 -2.23 0.59
H 0.00 2.45 0.67
H 1.14 2.49 1.80
H -0.12 1.33 1.85
H 3.88 1.06 0.31
H 3.30 -0.63 1.05
```

## Properties
E = -751.300771 hartree
Net charge = +1
HOMO-LUMO gap = 10.381 eV
HOMO energy = -13.520 eV
ΔE to the lowest compared entry with this formula, charge and spin = 24.5 kcal/mol
Lowest unoccupied orbital energy = -3.14 eV